{
  "formula": "C37H50BBrN2O4Rh",
  "method": "ωB97M-V/def2-TZVPD",
  "gap_ev": [9.0, 5.6],
  "total_energy_ev": -124071.2913,
  "multiplicity": 5,
  "lumo_energy_ev": [-1.60, -5.27],
  "charge": 1,
  "elements": ["Rh", "Br", "O", "O", "O", "O", "N", "N", "C", "C", "C", "C", "C", "C", "C", "C", "C", "C", "C", "C", "C", "C", "C", "C", "C", "C", "C", "C", "C", "C", "C", "C", "C", "C", "C", "C", "C", "C", "C", "C", "C", "C", "C", "C", "C", "B", "H", "H", "H", "H", "H", "H", "H", "H", "H", "H", "H", "H", "H", "H", "H", "H", "H", "H", "H", "H", "H", "H", "H", "H", "H", "H", "H", "H", "H", "H", "H", "H", "H", "H", "H", "H", "H", "H", "H", "H", "H", "H", "H", "H", "H", "H", "H", "H", "H", "H"],
  "xyz": [[0.14485, -1.63352, -0.05436], [-8.48855, -3.19142, -1.37736], [-1.69225, -2.98072, -0.23226], [2.39785, -2.49882, -0.39906], [1.37225, -2.02172, 2.18314], [-2.07495, -0.96262, -0.94746], [0.50715, 1.26218, -1.24406], [-0.40845, 1.48228, 0.86654], [-6.62785, -2.88252, -1.16276], [1.19215, 0.04138, -3.29156], [-0.12935, -0.68032, -3.42586], [2.92605, 2.89248, -1.38696], [0.25185, 2.05668, 3.15934], [-2.06535, 0.87458, 4.14614], [-2.48965, -2.11982, -0.69406], [-0.15405, 2.43168, -1.14566], [2.69165, -3.83222, -0.78766], [3.21425, -1.98922, 0.63654], [-2.74295, -1.34232, 2.20344], [-0.71915, -0.47482, -4.82666], [3.56585, 1.48678, -3.31876], [3.36275, 0.49708, -4.25666], [0.85235, -2.36822, 3.45614], [-4.77405, -1.39662, -1.28246], [-1.18875, 1.47908, 5.01844], [2.61985, 1.76318, -2.34166], [-5.80605, -3.92432, -0.75346], [-0.66595, 1.46268, 2.27524], [2.48565, 1.63558, 2.08484], [2.73025, -2.40062, 2.02964], [-0.04525, 2.06548, 4.51724], [1.43345, 1.00738, -2.30356], [-4.24815, 0.68298, 2.11364], [-1.83035, 0.86978, 2.77534], [-6.12725, -1.61442, -1.42056], [0.03305, -2.17452, -3.14166], [1.43995, 3.96398, 1.99154], [2.17345, -0.20262, -4.24606], [-2.82915, 0.15658, 1.89814], [-4.45025, -3.69442, -0.61266], [-0.71795, 2.55438, 0.11404], [4.26225, 2.66458, -0.67796], [1.58725, 2.65888, 2.77434], [-3.93015, -2.43112, -0.88196], [2.95545, 4.22268, -2.14766], [0.28425, 0.51608, 0.00844], [2.14955, 2.95818, -0.62286], [-0.18085, -2.02922, 3.49334], [3.17065, 5.04128, -1.46486], [-3.50435, -1.89022, 1.65154], [-1.74985, -0.81962, -4.83966], [-4.56395, 0.58038, 3.14874], [4.11355, 0.29328, -5.00496], [-4.31205, 1.73318, 1.84474], [-1.39145, 1.48458, 6.07794], [-0.89165, -2.70152, -3.36376], [3.68325, -3.86562, -1.25196], [0.83515, -2.61042, -3.73256], [-4.34885, -0.42642, -1.47676], [-1.75655, -1.71852, 1.89994], [-2.56825, 0.29608, 0.84734], [-0.20015, 3.14418, -1.95086], [-1.30305, 3.37778, 0.48724], [2.10095, 1.35598, 1.10434], [0.26715, -2.32392, -2.06586], [-3.78615, -4.48222, -0.29226], [4.38825, 3.39758, 0.11384], [2.41095, 4.42778, 1.84324], [-0.17305, -1.03452, -5.58176], [1.42735, -1.88082, 4.24984], [2.54005, 0.73508, 2.69104], [2.82925, -3.48542, 2.17144], [0.81825, 4.65908, 2.55054], [-2.88825, -1.53412, 3.26434], [2.65835, -4.51902, 0.06054], [3.48645, 2.04128, 1.97074], [0.88985, -3.45022, 3.61734], [3.35705, -1.89782, 2.77994], [1.99515, -0.93972, -5.01306], [0.98175, 3.81138, 1.02144], [1.94045, -4.12122, -1.52156], [4.25065, -2.31362, 0.49354], [2.00165, 4.42228, -2.63136], [2.08535, 2.92138, 3.71504], [-0.70015, 0.57778, -5.10086], [4.47595, 2.06378, -3.34426], [3.72605, 4.20648, -2.91416], [-4.94765, 0.12138, 1.50184], [5.09645, 2.77198, -1.36306], [0.64515, 2.53828, 5.19964], [3.15335, -0.90042, 0.54474], [-6.78615, -0.81902, -1.73406], [-6.22465, -4.89882, -0.55516], [-0.83795, -0.26932, -2.70246], [-2.94655, 0.39198, 4.53944], [4.30525, 1.66788, -0.24696]],
  "nbo_charge": [1.103, 0.079, -0.750, -0.572, -0.568, -0.730, -0.671, -0.664, -0.041, -0.008, -0.262, -0.244, -0.001, -0.231, 0.784, 0.072, -0.254, -0.079, -0.581, -0.596, -0.211, -0.174, -0.248, -0.151, -0.178, -0.018, -0.267, 0.062, -0.578, -0.096, -0.208, 0.164, -0.595, 0.106, -0.255, -0.548, -0.598, -0.208, -0.296, -0.096, 0.085, -0.597, -0.233, -0.212, -0.595, 0.585, 0.200, 0.209, 0.217, 0.221, 0.221, 0.205, 0.226, 0.208, 0.226, 0.229, 0.191, 0.214, 0.235, 0.196, 0.236, 0.245, 0.249, 0.180, 0.141, 0.230, 0.214, 0.219, 0.205, 0.181, 0.215, 0.181, 0.224, 0.207, 0.183, 0.221, 0.183, 0.192, 0.220, 0.182, 0.209, 0.199, 0.204, 0.217, 0.214, 0.218, 0.215, 0.220, 0.213, 0.217, 0.204, 0.234, 0.236, 0.240, 0.221, 0.207]
}